No. 1
99
Properties=species:S:1:pos:R:3:lowdin_charge:R:1 method="wB97M-V/def2-TZVPD" spin_multiplicity=4 charge=-1 e_tot_ha=-4086.03681 de_lowest_ev=0.098 max_force_ev_per_a=0.4 gap_ev="5.5 / 5.8" s2=3.8245
Cr -1.3899 -0.7479 -0.1050 0.42
C -1.7781 2.4122 -3.7416 -0.04
C -0.8495 1.2093 -3.5703 -0.36
C -0.0627 0.9406 -4.8532 -0.06
C 0.0774 1.4051 -2.4063 -0.25
C 1.1317 2.3301 -2.3664 0.03
C 1.7182 2.1558 -1.1313 -0.20
C 2.8373 2.9358 -0.5055 -0.36
C 3.6265 3.7151 -1.5521 -0.08
C 2.2626 3.8833 0.5476 -0.06
N 1.0400 1.1816 -0.4883 0.05
N 0.0235 0.7192 -1.2697 0.11
B 1.4461 0.4492 0.8109 -0.48
N 0.4044 0.6779 1.9324 0.07
N -0.8714 0.2819 1.6582 0.04
C -1.6210 0.5597 2.7199 -0.25
C -0.8154 1.1390 3.7033 0.02
C 0.4624 1.1959 3.1803 -0.18
C 1.6263 1.7435 3.9884 -0.34
C 1.3733 3.2143 4.3464 -0.06
C 3.0556 1.5775 3.4855 -0.07
C -3.0848 0.2660 2.8536 -0.40
C -3.3044 -0.8166 3.9093 -0.09
C -3.8468 1.5408 3.2132 -0.08
N 1.5756 -1.0663 0.5202 0.07
N 0.5009 -1.7865 0.0916 0.05
C 0.8886 -3.0530 -0.0054 -0.26
C 2.2394 -3.1610 0.3424 0.03
C 2.6359 -1.8848 0.6777 -0.20
C 3.9831 -1.4568 1.1844 -0.36
C 5.1005 -1.9667 0.2739 -0.07
C 4.1860 -1.9709 2.6132 -0.07
C -0.0086 -4.1796 -0.4236 -0.42
C -0.2247 -5.1450 0.7378 -0.08
C 0.5481 -4.8972 -1.6553 -0.07
H -2.4822 2.2412 -4.5597 0.08
H -2.3533 2.6054 -2.8355 0.07
H -1.2013 3.3128 -3.9700 0.08
H -1.4544 0.3331 -3.3698 0.10
H 0.5611 1.7965 -5.1221 0.07
H 0.5892 0.0737 -4.7330 0.08
H -0.7423 0.7498 -5.6867 0.08
H 1.4134 3.0296 -3.1343 0.11
H 3.5191 2.2362 -0.0145 0.12
H 2.9908 4.4517 -2.0480 0.08
H 4.4514 4.2540 -1.0825 0.08
H 4.0386 3.0556 -2.3170 0.08
H 1.6219 4.6277 0.0690 0.09
H 1.6494 3.3414 1.2660 0.06
H 3.0565 4.4070 1.0864 0.08
H 2.4990 0.8732 1.1481 0.09
H -1.1186 1.4577 4.6874 0.11
H 1.5674 1.1826 4.9280 0.14
H 1.4152 3.8441 3.4574 0.07
H 0.3944 3.3512 4.8028 0.07
H 2.1341 3.5689 5.0460 0.08
H 3.2685 2.2084 2.6227 0.06
H 3.7328 1.8753 4.2899 0.08
H 3.2864 0.5503 3.2144 0.05
H -3.4341 -0.1169 1.8965 0.06
H -2.9141 -0.5041 4.8826 0.07
H -4.3740 -1.0114 4.0186 0.08
H -2.8202 -1.7408 3.5943 0.03
H -3.5449 1.9223 4.1942 0.07
H -3.6800 2.3239 2.4755 0.04
H -4.9189 1.3344 3.2516 0.08
H 2.8418 -4.0544 0.3405 0.11
H 4.0230 -0.3679 1.1916 0.11
H 5.1044 -3.0579 0.2373 0.07
H 4.9792 -1.6000 -0.7460 0.08
H 6.0746 -1.6410 0.6450 0.07
H 4.2140 -3.0626 2.6162 0.08
H 5.1242 -1.6025 3.0348 0.08
H 3.3664 -1.6659 3.2649 0.08
H -0.9877 -3.7332 -0.6138 0.02
H 0.7204 -5.5722 1.0878 0.07
H -0.7084 -4.6216 1.5617 0.05
H -0.8759 -5.9637 0.4234 0.08
H 1.5010 -5.3815 -1.4214 0.07
H -0.1437 -5.6668 -2.0012 0.08
H 0.7322 -4.1903 -2.4685 0.07
Cl -6.2778 -0.2725 -5.0042 0.64
C -5.2605 -0.0096 -3.6073 -0.62
C -5.5121 1.0443 -2.7733 -0.19
C -4.7040 1.2860 -1.6516 -0.66
I -5.0491 2.9848 -0.5130 0.90
C -3.6264 0.4660 -1.3244 -0.44
O -2.8223 0.6385 -0.3400 -0.20
C -3.3786 -0.6322 -2.2291 -0.16
N -2.2701 -1.3661 -1.9443 0.00
C -1.9213 -2.3304 -2.7551 -0.11
C -2.6551 -2.6606 -3.9085 -0.03
C -3.7773 -1.9397 -4.2132 -0.02
C -4.1637 -0.8754 -3.3663 -0.17
H -6.3396 1.7057 -2.9902 0.09
H -1.0207 -2.8848 -2.5205 0.10
H -2.3175 -3.4736 -4.5357 0.10
H -4.3620 -2.1617 -5.0948 0.09
S -2.5446 -2.3735 0.8446 0.12

No. 2
26
Properties=species:S:1:pos:R:3:lowdin_charge:R:1 method="wB97M-V/def2-TZVPD" spin_multiplicity=1 charge=+2 e_tot_ha=-606.50684 de_lowest_ev=1.797 max_force_ev_per_a=5.6 gap_ev=6.6
C 3.6400 0.7544 -0.0064 0.05
C -3.5199 1.0293 0.3335 0.04
C 3.0239 -0.1568 0.8524 0.03
C -3.0132 -0.0599 -0.4054 0.08
C 2.8804 1.6054 -0.8105 -0.05
C -2.6395 1.8963 0.9040 -0.03
C 0.9845 0.5580 0.0224 0.00
C -0.9340 0.6604 0.1137 -0.10
C 1.0587 -1.0632 1.7163 0.07
C -1.2143 -1.2055 -1.4501 0.03
N 1.5857 1.4664 -0.7931 0.12
N -1.3375 1.6310 0.8610 0.17
N 1.6677 -0.2333 0.9524 -0.14
N -1.6772 -0.1446 -0.6456 -0.05
H 4.7267 0.8256 -0.0541 0.15
H -4.5821 1.1387 0.5570 0.15
H 3.6572 -0.6721 1.5537 0.15
H -3.6664 -0.7696 -0.9361 0.18
H 3.2830 2.1901 -1.5746 0.14
H -3.0467 2.7753 1.4973 0.18
H -0.0868 -0.9623 1.9418 0.14
H 1.7042 -1.9092 2.0910 0.13
H -0.1526 -1.2991 -1.4298 0.10
H -1.6756 -2.0777 -1.0424 0.12
H -1.5177 -1.1030 -2.4777 0.13
H 0.9248 2.1531 -1.2504 0.22

No. 3
10
Properties=species:S:1:pos:R:3:lowdin_charge:R:1 method="wB97M-V/def2-TZVPD" spin_multiplicity=1 smiles="O=C[C@H](F)CF" e_tot_ha=-391.63441 de_lowest_ev=1.044 max_force_ev_per_a=4.2 gap_ev=10.9
O -2.6212 0.3374 0.2604 0.08
C -1.6552 -0.0941 0.8048 -0.14
C -0.2010 -0.4537 0.0372 -0.28
F 0.2677 -1.5220 0.7096 0.02
C 0.7791 0.6676 0.0193 -0.14
F 1.2099 0.7878 1.3507 -0.05
H -1.6053 -0.1737 1.8450 0.10
H -0.4195 -0.7047 -1.0367 0.16
H 0.4226 1.6696 -0.3161 0.15
H 1.5547 0.3705 -0.6365 0.11

No. 4
12
Properties=species:S:1:pos:R:3:lowdin_charge:R:1 method="wB97M-V/def2-TZVPD" spin_multiplicity=1 smiles="O=c1cc(O)nncn1" e_tot_ha=-468.86291 de_lowest_ev=2.377 max_force_ev_per_a=3.3 gap_ev=8.4
O -2.5376 -1.1721 -0.4185 0.06
C -1.5213 -0.5362 -0.1017 -0.43
C -0.2366 -1.1749 0.0015 0.08
C 0.9777 -0.4753 0.0237 -0.29
O 2.0850 -1.2356 0.2470 0.09
N 1.2660 0.8092 -0.4862 0.09
N 0.4746 1.7430 -0.5107 0.07
C -0.7466 1.6793 0.2390 -0.18
N -1.6343 0.8198 0.4466 0.19
H -0.2645 -2.2744 -0.0554 0.14
H 2.7740 -0.7620 -0.1565 0.08
H -0.6364 2.5792 0.7712 0.10

No. 5
24
Properties=species:S:1:pos:R:3:lowdin_charge:R:1 method="wB97M-V/def2-TZVPD" spin_multiplicity=1 e_tot_ha=-610.99645 de_lowest_ev=15.950 max_force_ev_per_a=14.3 gap_ev=7.9
O -0.4213 1.5894 -1.9850 -0.09
H -1.1309 2.2231 -2.0903 0.08
H -0.3327 1.4836 -1.0378 -0.06
O -1.0754 0.3698 1.8536 0.01
H -1.0610 1.2561 1.4925 0.04
H -0.3696 0.3626 2.5002 0.09
O -0.3391 2.4423 -0.0727 -0.03
H 0.1183 2.8383 -0.8145 0.10
H 0.2387 2.5951 0.6749 0.11
O -0.9555 -1.5341 -0.3943 0.20
H -0.6834 -1.4430 -1.3074 0.19
H -1.8209 -1.1264 -0.3600 0.18
O 0.2898 -2.6210 0.5027 -0.03
H 0.6259 -3.2942 -0.0888 0.10
H -0.5604 -2.3806 0.1344 -0.19
O 1.5391 -1.5136 1.6210 -0.10
H 0.7274 -1.5537 1.1153 -0.10
H 2.2053 -1.8715 1.0343 0.04
O 0.2007 0.0804 0.0525 -0.07
H -0.3261 0.7478 0.4923 0.02
H -0.3128 -0.7232 0.1346 -0.13
O 1.5333 0.6922 -1.2159 -0.09
H 1.0752 0.5095 -0.3956 -0.25
H 0.8353 0.8712 -1.8459 -0.05

No. 6
116
Properties=species:S:1:pos:R:3:lowdin_charge:R:1 method="wB97M-V/def2-TZVPD" spin_multiplicity=1 charge=+2 e_tot_ha=-3689.54687 de_lowest_ev=1.399 max_force_ev_per_a=1.0 gap_ev=6.4
Ti -0.8362 -0.4594 -1.0229 0.91
N 1.0330 2.4638 -3.6457 0.13
C 0.2908 1.5300 -3.0391 -0.82
S 1.1345 0.1653 -2.3471 0.75
N -0.9970 1.7291 -3.0051 0.00
N -1.7442 0.7661 -2.3802 -0.08
C -3.0105 0.7256 -2.6816 -0.15
C -3.6844 1.6776 -3.5682 -0.17
C -3.4820 3.0569 -3.4489 -0.02
C -4.1488 3.9324 -4.2844 -0.05
C -5.0032 3.4493 -5.2680 -0.04
C -5.1999 2.0819 -5.4060 -0.05
C -4.5564 1.2009 -4.5566 -0.02
C -3.7397 -0.4637 -2.2020 -0.23
C -5.1211 -0.5102 -2.0856 0.02
C -5.7269 -1.7333 -1.8435 0.00
C -4.9335 -2.8665 -1.7716 0.00
C -3.5564 -2.7139 -1.8312 -0.09
N -2.9601 -1.5364 -1.9906 0.10
H 2.0093 2.3009 -3.8188 0.11
H 0.5751 3.2125 -4.1404 0.13
H -2.8254 3.4397 -2.6804 0.10
H -3.9964 4.9983 -4.1797 0.12
H -5.5145 4.1364 -5.9290 0.12
H -5.8513 1.6994 -6.1802 0.12
H -4.6987 0.1360 -4.6867 0.12
H -5.7034 0.3942 -2.1944 0.14
H -6.8020 -1.8048 -1.7446 0.13
H -5.3658 -3.8509 -1.6602 0.12
H -2.9151 -3.5832 -1.7719 0.11
C 3.8086 -3.2563 -2.6488 -0.06
C 4.0771 -3.6123 -1.1819 -0.38
C 5.5890 -3.7042 -0.9369 -0.05
C 3.4392 -2.6160 -0.2354 -0.18
C 2.5674 -3.0344 0.7682 0.00
C 1.9884 -2.1572 1.6826 -0.11
C 1.3741 -2.7219 2.9734 -0.33
C -0.0741 -2.3492 3.3259 -0.05
C 1.5418 -4.2352 3.1315 -0.07
C 2.2679 -0.7725 1.5422 -0.09
C 3.2851 -0.3665 0.6608 -0.14
C 3.8133 -1.2832 -0.2453 0.01
C 4.0334 0.9427 0.8485 -0.36
C 5.2923 0.6442 1.6838 -0.03
C 4.4531 1.6265 -0.4615 -0.07
C 1.7412 0.1884 2.5686 -0.18
C 2.4682 0.1721 3.7655 -0.03
C 2.1139 0.9043 4.8807 -0.03
C 0.9847 1.6991 4.8204 -0.04
C 0.2740 1.7663 3.6394 -0.12
C 0.6176 1.0418 2.4891 -0.28
P -0.4779 1.4355 1.0383 1.20
C 0.1524 3.1825 0.5509 -0.63
C -0.7781 3.7970 -0.5001 -0.09
C 1.5418 2.9647 -0.0586 -0.11
C 0.3451 4.1770 1.6978 -0.06
C -2.2774 1.6452 1.7275 -0.61
C -2.6705 3.0193 2.2962 -0.08
C -3.1824 1.4275 0.5073 -0.11
C -2.6020 0.5824 2.7959 -0.06
H 4.1486 -4.0585 -3.3061 0.09
H 4.3577 -2.3533 -2.9236 0.08
H 2.7518 -3.0641 -2.8416 0.06
H 3.6527 -4.5981 -0.9682 0.13
H 6.0794 -2.7690 -1.2110 0.08
H 6.0245 -4.5014 -1.5402 0.09
H 5.8016 -3.9127 0.1121 0.09
H 2.4171 -4.1008 0.8836 0.10
H 1.9820 -2.2782 3.7652 0.13
H -0.8053 -2.9016 2.7297 0.06
H -0.2654 -1.2816 3.2291 0.05
H -0.2504 -2.6187 4.3679 0.10
H 0.9481 -4.8024 2.4086 0.07
H 1.1901 -4.5242 4.1220 0.09
H 2.5826 -4.5450 3.0451 0.09
H 4.5925 -0.9513 -0.9224 0.13
H 3.4209 1.6251 1.4352 0.10
H 5.9139 -0.0966 1.1783 0.09
H 5.0423 0.2585 2.6718 0.07
H 5.8781 1.5559 1.8128 0.09
H 5.4181 1.2511 -0.8058 0.09
H 4.5613 2.7005 -0.3055 0.09
H 3.7254 1.4650 -1.2580 0.05
H 3.3467 -0.4587 3.8132 0.12
H 2.7062 0.8482 5.7847 0.12
H 0.6614 2.2755 5.6776 0.12
H -0.5827 2.4126 3.6131 0.08
H -0.9552 3.1247 -1.3353 0.03
H -0.3032 4.6967 -0.8986 0.10
H -1.7383 4.1017 -0.0860 0.07
H 1.5789 2.1114 -0.7285 0.00
H 2.2734 2.8094 0.7304 0.06
H 1.8407 3.8544 -0.6172 0.11
H -0.5783 4.4860 2.1803 0.07
H 0.8012 5.0719 1.2668 0.11
H 1.0306 3.8000 2.4519 0.08
H -2.4848 3.8397 1.6101 0.06
H -2.2094 3.2501 3.2515 0.08
H -3.7480 2.9918 2.4742 0.10
H -3.0159 2.1892 -0.2569 0.07
H -4.2303 1.4835 0.8120 0.11
H -3.0266 0.4415 0.0657 0.02
H -1.7746 0.3996 3.4775 0.06
H -2.9018 -0.3674 2.3604 0.06
H -3.4396 0.9311 3.4031 0.10
N -0.3125 -4.4584 -1.4369 0.27
C -0.5898 -3.2691 -0.9487 -0.48
O -0.3109 -2.2261 -1.6044 -0.16
C -1.2699 -3.1044 0.3685 -0.14
C -1.5650 -1.6096 0.5789 -0.22
H 0.2043 -4.5423 -2.3014 0.15
H -0.4814 -5.2933 -0.8992 0.15
H -0.5898 -3.4828 1.1332 0.09
H -2.1669 -3.7234 0.4074 0.13
H -1.0753 -1.2809 1.4955 0.01
H -2.6380 -1.4827 0.7167 0.06